# 1
This record from the Open Molecules 2025 dataset describes one molecule with the formula C3H7NO2S. The level of theory is the ωB97M-V functional and the def2-TZVPD basis.

Positions of all 14 atoms, in Å:
S: 0.4776 1.6670 0.8090
O: 2.0106 -0.4686 1.3050
O: 2.0094 -1.0697 -0.7647
N: 1.5097 -0.5886 0.2337
C: -0.7799 -0.7406 0.9954
C: 0.1862 0.0116 0.1333
C: -0.5883 0.3300 -1.2627
H: -1.0652 1.2077 -1.0297
H: -1.4338 -0.3031 -1.4928
H: -0.4101 -0.7332 2.0585
H: 0.1094 0.3731 -2.1170
H: 0.5834 2.3372 -0.4461
H: -1.7577 -0.2541 0.9152
H: -0.8515 -1.7689 0.6628

Atoms 1-2, force components in eV/Å:
S 0.049 1.876 -1.004
O 1.162 -0.836 1.427

Calculated values
Energy relative to the best compared isomer or geometry (same formula, charge and spin) in kcal/mol: 104.29
SMILES: CC(C)(S)[N+](=O)[O-]

# 2
This record from the Open Molecules 2025 dataset describes a 16-piece molecular cluster, C40H50F12N2O40 overall. The level of theory is the ωB97M-V functional and the def2-TZVPD basis.

Positions of all 144 atoms, in Å:
F: -7.2204 -1.5207 -13.7461
F: -1.1093 2.7415 -21.2422
F: 2.4485 -0.5641 -10.8378
F: -4.1914 -0.8703 -25.9779
F: -1.3922 3.1018 -15.5494
F: -5.7878 -7.1429 -18.1396
F: -4.4951 2.3877 -12.3275
F: -3.4857 -4.0827 -17.3928
F: 1.4363 -1.6825 -16.5323
F: -10.9987 1.4351 -15.3840
F: -4.6851 4.5180 -18.0441
F: 0.0866 -1.4295 -23.1559
O: 0.8792 1.3308 -19.0054
O: 2.7977 3.7547 -16.7576
O: -1.5623 -6.9354 -15.0564
O: -10.5546 -1.6075 -16.0350
O: -5.2092 -3.0870 -22.0037
O: -4.7225 -0.3691 -13.7696
O: 0.9298 3.2525 -15.6855
O: -7.3247 -6.0452 -19.1872
O: -8.3866 -1.0457 -16.2521
O: -4.1312 2.5021 -22.6283
O: -5.0275 4.6111 -22.4911
O: 1.4558 0.5291 -17.0008
O: -6.6924 2.1888 -20.7253
O: -5.6616 -4.5967 -19.1079
O: -3.3954 -5.8779 -16.0423
O: -0.3595 0.0391 -11.5920
O: -8.9026 -2.5899 -14.7935
O: -3.5693 -0.1559 -19.8181
O: -2.0716 -4.6853 -14.6458
O: -6.7732 0.5554 -23.3910
O: -6.2861 4.1130 -19.6558
O: -0.5752 -1.1435 -21.0649
O: -5.3924 1.4319 -25.0154
O: -4.8712 -1.2996 -18.4714
O: 1.4384 -1.7026 -20.7049
O: -3.0272 3.9917 -21.4388
O: -7.8811 -3.8718 -18.9555
O: -3.4023 -4.0118 -22.7754
O: -9.5477 3.9057 -15.2973
O: -9.7410 2.2764 -13.7976
O: -2.4869 -0.8166 -14.1385
O: -6.3444 -0.5138 -25.3995
O: -7.6455 3.1648 -14.2934
O: -0.6014 0.1249 -17.8565
O: -0.1484 1.2868 -13.4088
O: -3.2535 1.2669 -13.6985
O: 1.0068 5.0375 -16.9088
O: -6.8617 2.4359 -18.4894
O: 1.3930 1.2987 -11.7254
O: -0.2124 -2.8635 -19.7240
N: -3.0093 -3.0258 -20.2178
N: -6.2958 -0.9437 -20.9342
C: -4.1187 3.7818 -22.1732
C: -3.0751 -3.7393 -15.0406
C: 0.2353 -0.0093 -10.3181
C: 1.5431 -0.5667 -21.6007
C: -0.2815 3.8710 -15.3619
C: 0.1904 -1.9267 -20.3818
C: -5.2076 -5.6692 -19.9317
C: -4.1728 -0.3157 -18.7458
C: -6.6576 3.4954 -17.5590
C: 1.0139 -0.4721 -16.1806
C: -7.1490 -1.6679 -16.0453
C: 1.6612 0.4840 -10.6576
C: -5.3915 -0.3315 -26.3714
C: -0.4099 4.9658 -16.4544
C: -5.9610 4.5340 -18.3547
C: -0.5288 -0.4601 -16.5306
C: -5.4732 -4.6628 -23.8031
C: -3.3867 -0.0080 -13.8595
C: -4.6524 -3.8339 -22.8096
C: -10.9354 3.7233 -15.1382
C: -10.9741 2.3305 -14.4257
C: 0.5436 0.7234 -18.0340
C: -4.1483 0.7633 -17.7081
C: 1.6891 4.0532 -16.3638
C: 0.2900 0.8892 -12.3449
C: -8.8799 3.0605 -14.5025
C: -2.4386 2.6743 -21.2202
C: -2.8120 1.9414 -22.4640
C: -6.2794 0.4938 -24.4844
C: -5.2202 1.2182 -26.3522
C: -2.2781 -5.9432 -15.2340
C: -5.5252 0.7599 -13.6736
C: -6.6118 2.8253 -19.6988
C: -7.0149 -4.7185 -19.1073
C: -6.1495 -6.7757 -19.3666
C: -9.3848 -1.7419 -15.7390
C: -3.8294 -4.5177 -16.1460
C: -4.5137 1.9406 -13.5582
C: -7.5022 -2.3696 -14.7521
C: 0.1342 -0.5750 -22.1320
H: -11.3015 4.5323 -14.5061
H: -0.3006 4.3561 -14.3860
H: -6.2323 3.2531 -16.5851
H: -1.1482 4.7214 -17.2181
H: -6.9364 -3.2876 -14.5928
H: -5.0015 0.5832 -17.0541
H: -3.6411 -3.5294 -14.1331
H: -6.9559 -2.2626 -16.9381
H: -11.5739 3.8073 -16.0176
H: -3.1953 0.7918 -17.1799
H: -5.5260 -5.3780 -20.9326
H: -2.5913 -2.8395 -15.4206
H: -2.0924 -3.3810 -19.9868
H: -3.6770 -2.8548 -19.4796
H: -5.8869 1.8874 -26.8960
H: -2.8041 2.0760 -20.3856
H: -7.6161 3.9693 -17.3470
H: -4.8894 -4.3473 -15.9580
H: -5.8260 -0.9435 -20.0401
H: -2.7838 0.8878 -22.1862
H: -6.4303 5.4456 -17.9848
H: -6.3847 -0.9014 -15.9173
H: -5.9145 0.9767 -14.6684
H: -4.2164 1.4223 -26.7250
H: -2.8614 -2.0386 -20.3713
H: -6.3166 0.7716 -12.9241
H: 1.7147 0.3634 -21.0590
H: -11.7668 2.1039 -13.7127
H: 0.1982 -1.0380 -9.9595
H: -5.8661 -1.7622 -21.3410
H: -6.1964 -5.2757 -23.2651
H: -4.1695 -5.9520 -19.7571
H: 2.0130 1.0148 -9.7729
H: -0.3494 0.6190 -9.6462
H: -7.2952 -1.0780 -20.9906
H: -4.2172 1.7644 -18.1338
H: -4.7882 -5.3636 -24.2804
H: -6.1693 -7.6814 -19.9727
H: -6.0106 -0.0768 -21.3670
H: -5.7810 -0.8658 -27.2379
H: -6.0079 -4.0841 -24.5563
H: -3.4594 -3.3592 -21.0582
H: 1.1542 -0.3272 -15.1095
H: -1.1067 0.1677 -15.8524
H: -4.7079 2.8039 -14.1946
H: -0.7922 -1.5175 -16.5546
H: -0.7514 5.9232 -16.0610
H: 2.3657 -0.4961 -22.3123
H: -0.0751 0.4487 -22.4423
H: -2.1392 2.1175 -23.3033

Atoms 1-2, force components in eV/Å:
F -0.121 0.480 1.129
F 1.342 0.813 0.963

Calculated values
E in eV: -159780.307

# 3
This record from the Open Molecules 2025 dataset describes a 2-piece molecular cluster, C6H15P overall. The level of theory is the ωB97M-V functional and the def2-TZVPD basis.

Positions of all 22 atoms, in Å:
P: 1.9775 0.7257 -0.0761
C: 0.8690 0.3408 1.1152
C: 1.6158 2.4481 -0.4979
C: -4.0430 -1.9235 0.0919
C: -2.6142 -1.8359 -0.1097
C: 3.6242 0.8951 0.6496
C: -2.0604 -1.1724 -1.0563
H: -1.0590 -1.3450 -1.1120
H: 4.1979 1.5045 -0.0565
H: 2.3541 3.1099 -0.0016
H: 3.5276 1.3545 1.6387
H: -0.1417 0.1436 0.7324
H: -2.0318 -2.5426 0.5023
H: 1.0894 -0.5293 1.5857
H: -2.4831 -0.6281 -1.7953
H: -4.3213 -3.0011 -0.0965
H: -4.1879 -1.5928 1.2022
H: -4.7623 -1.2824 -0.3393
H: 3.9298 -0.0846 0.6145
H: 2.3315 0.2201 -1.2979
H: 1.6382 2.5327 -1.5170
H: 0.5497 2.6625 -0.1764

Atoms 1-2, force components in eV/Å:
P 0.007 2.753 1.859
C -1.568 0.772 -1.460

Calculated values
Energy relative to the best compared isomer or geometry (same formula, charge and spin) in kcal/mol: 71.73
SMILES: C=[PH](C)C.C=CC

# 4
This record from the Open Molecules 2025 dataset describes a 2-piece molecular cluster, C3HBrIO2 overall. The level of theory is the ωB97M-V functional and the def2-TZVPD basis.

Positions of all 8 atoms, in Å:
I: 3.0643 1.6307 2.6610
Br: -1.2978 -2.0861 -1.2710
O: 1.0581 -3.7283 -0.7663
O: 1.5375 -1.7106 -1.6889
C: 0.9814 -2.6154 -1.1614
C: 1.7478 0.6119 1.3818
C: 1.0500 0.1792 0.4953
H: 0.5091 -0.6628 -0.0360

Atoms 1-2, force components in eV/Å:
I -1.270 -0.944 -1.181
Br -0.529 0.166 0.163

Calculated values
Total charge: -1
Energy relative to the best compared isomer or geometry (same formula, charge and spin) in kcal/mol: 3.51

# 5
This record from the Open Molecules 2025 dataset describes a 2-piece molecular cluster, C3HClFO2 overall. The level of theory is the ωB97M-V functional and the def2-TZVPD basis.

Positions of all 8 atoms, in Å:
Cl: 1.6453 -1.2702 0.5034
F: -0.9013 -2.5084 -0.5106
O: 1.1019 1.7822 -0.9141
O: 0.2107 2.3748 1.0776
C: 0.1474 -0.3946 0.2590
C: 0.6625 1.7616 0.1430
C: -0.8966 -1.1399 -0.1705
H: -1.9699 -0.6055 -0.3879

Atoms 1-2, force components in eV/Å:
Cl 0.526 -0.446 0.032
F -0.036 1.043 0.385

Calculated values
Total charge: -1
Energy relative to the best compared isomer or geometry (same formula, charge and spin) in kcal/mol: 37.52

# 6
This record from the Open Molecules 2025 dataset describes C9H8N2O as an isolated structure. The level of theory is the ωB97M-V functional and the def2-TZVPD basis.

Positions of all 20 atoms, in Å:
O: -0.0225 -0.9660 1.8457
N: -1.7543 4.0879 -0.0176
N: 2.2899 2.4130 -0.6506
C: 0.9405 -1.9376 1.9699
C: 0.0294 2.3557 0.5319
C: -0.8030 0.5923 0.2218
C: -1.1207 0.7704 -1.2906
C: 1.1178 -1.0986 -0.0416
C: 1.2452 2.4094 -0.2062
C: 1.6558 -2.0567 0.8078
C: -0.9895 3.2820 0.2993
C: 0.0436 -0.4894 0.5731
H: 0.9833 -2.4631 2.9597
H: 2.2439 -2.8941 0.5451
H: -1.6464 -0.2316 -1.5875
H: 1.5062 -0.5884 -0.9772
H: 0.2454 2.2684 1.5143
H: -1.7767 1.5703 -1.5122
H: -1.6307 0.7467 0.9674
H: -0.1658 0.7564 -1.8035

Atoms 1-2, force components in eV/Å:
O -0.542 0.084 1.696
N -0.124 -0.385 0.304

Calculated values
<S²>: 2.032
Energy relative to the best compared isomer or geometry (same formula, charge and spin) in kcal/mol: 15.98
2S+1: 3

# 7
This record from the Open Molecules 2025 dataset describes a 2-piece molecular cluster, C7H15BNO4P2 overall. The level of theory is the ωB97M-V functional and the def2-TZVPD basis.

Positions of all 30 atoms, in Å:
P: 2.0178 -2.9157 0.3497
P: -0.0053 -2.0177 0.1348
O: 1.4603 0.5772 0.2362
O: 0.3235 -0.0312 2.4087
O: 2.0917 3.5490 0.7327
O: 2.2352 -3.2773 1.9006
N: -2.4147 -0.4893 1.0992
C: -2.8025 -2.0169 -1.0949
C: -4.4143 -1.6850 -1.3186
C: -1.8520 -1.4250 0.0846
C: 2.9325 3.0928 -0.1812
C: -4.9764 -0.6538 -0.1262
C: -3.8617 -0.1639 0.9551
C: 3.0302 4.1683 -1.2777
B: 0.6019 -0.4114 0.9802
H: 2.0349 -4.1484 -0.4166
H: 3.4143 5.1189 -0.8867
H: -4.2948 0.5634 1.8002
H: 2.0597 4.3583 -1.7534
H: 3.9730 2.8909 0.1178
H: -0.5041 -3.2057 0.8338
H: 1.2196 0.0509 2.8493
H: 3.0064 -1.9452 -0.0787
H: -5.0824 -2.1303 -2.1690
H: 2.6760 2.1626 -0.7120
H: -2.2979 -2.7692 -1.8650
H: 1.7533 1.3113 0.8836
H: -6.1129 -0.3185 -0.1002
H: 3.7192 3.8359 -2.0629
H: 0.0696 -2.0747 -1.3234

Atoms 1-2, force components in eV/Å:
P 1.576 -1.375 4.721
P -1.830 -0.354 -0.624

Calculated values
Total charge: -1
E in eV: -36428.425

# 8
This record from the Open Molecules 2025 dataset describes one molecule with the formula C4H6N2S. The level of theory is the ωB97M-V functional and the def2-TZVPD basis.

Positions of all 13 atoms, in Å:
S: 2.7891 -0.1584 0.0495
N: 0.5548 1.9195 0.1827
N: 0.1817 0.5632 0.0416
C: -0.9466 -1.4093 0.1081
C: -1.1627 0.1016 0.0810
C: 0.3823 -1.6923 0.1422
C: 1.1052 -0.3522 0.0418
H: -0.2985 2.3842 -0.0861
H: 1.0966 -2.4722 0.0736
H: -1.7061 0.5823 0.8176
H: 1.3755 2.1126 -0.4628
H: -1.7044 0.5326 -0.8490
H: -1.6668 -2.1115 -0.1404

Atoms 1-2, force components in eV/Å:
S -1.321 0.087 -0.218
N 0.065 -0.188 -0.541

Calculated values
Energy relative to the best compared isomer or geometry (same formula, charge and spin) in kcal/mol: 55.65
SMILES: NN1CC=CC1=S